Entry 1:
# C6H42N2O13

A 14-piece molecular cluster, C6H42N2O13 overall at a distorted geometry (the ωB97M-V functional and the def2-TZVPD basis, the Open Molecules 2025 dataset).

Structure (XYZ):
```
63
Properties=species:S:1:pos:R:3:forces:R:3
H -0.272 3.394 -2.635 -1.43 1.14 2.11
O 2.477 0.028 4.587 0.34 -4.57 5.52
H 2.642 0.563 3.926 0.61 4.37 -4.86
H 1.157 -1.353 3.428 4.74 2.79 -3.15
H 1.301 -2.776 -1.969 1.86 -0.93 0.79
O -0.827 3.847 -1.786 1.92 -1.64 -2.34
O -3.587 -2.358 -1.704 -0.05 -2.24 0.37
H 1.705 -1.891 1.872 0.18 1.18 -0.31
H -0.821 0.981 0.082 -0.25 1.25 -1.19
N 2.116 0.568 -1.253 -0.32 2.95 0.84
H 0.793 2.204 2.999 -0.36 -1.10 -1.63
H 0.832 -2.287 4.409 -0.06 -0.91 0.90
O 3.110 2.343 -3.440 0.12 1.14 -0.50
O -1.459 -4.350 -0.136 -1.22 -0.27 3.86
H 3.555 2.666 -2.660 0.08 0.26 0.39
H -3.089 3.122 -0.564 0.36 0.87 2.78
H -1.261 -1.649 1.730 -0.98 3.16 -0.69
H 3.146 -1.496 1.116 1.43 -0.42 -0.74
H 1.616 -1.576 0.265 -0.40 -0.62 -2.04
O -3.322 0.357 -1.650 -0.50 0.02 -1.32
H -2.489 -0.686 0.734 -0.26 -0.06 -0.46
H -2.672 0.301 -2.416 -1.11 0.51 1.32
H -3.807 -3.018 -0.987 0.15 1.76 -1.02
H -2.062 0.047 2.246 1.09 -0.26 -1.30
H 2.690 -3.725 -2.049 -2.06 2.28 1.57
O 0.470 2.702 -3.849 1.44 -1.91 1.11
H -1.856 -0.482 3.804 0.41 -1.13 -2.72
H 0.186 1.736 -3.772 0.38 1.92 0.09
H 1.704 2.139 0.111 2.25 -0.98 -0.09
H -2.361 3.140 -1.883 -0.46 -0.11 0.67
C 1.989 0.268 1.308 -1.84 0.65 -0.29
C 2.132 -1.213 1.083 0.07 -0.46 2.21
O -3.193 2.844 -1.427 -0.49 0.02 -3.19
H -1.051 -0.119 4.977 -0.92 -0.18 -0.20
H -0.782 1.931 2.422 0.55 0.13 -1.34
H 2.411 -0.341 -1.097 0.07 -2.42 -0.41
O 0.437 -1.671 3.810 -5.01 -2.12 2.63
H 1.107 0.669 -1.365 0.33 -0.69 -0.39
N 0.552 0.464 1.659 -0.41 1.21 -0.52
C 0.255 1.834 2.008 1.28 1.75 3.10
H 1.462 2.648 -3.519 -1.88 0.10 -0.98
C -0.489 0.117 0.574 2.12 -1.80 2.96
H 3.248 1.411 -3.383 -0.11 -1.23 0.18
C 2.406 1.229 0.055 -2.30 -1.75 0.80
H -3.812 1.238 -1.746 1.43 -1.46 0.27
H -1.838 -2.532 -1.864 -2.29 -0.29 -0.55
O 2.152 -3.038 -1.471 -0.03 -1.42 -2.50
O -0.924 -2.348 -1.750 2.72 0.56 2.06
H 1.565 -0.052 4.827 -0.78 0.42 -0.28
C -1.625 -0.509 1.358 -0.10 -3.34 1.06
H -3.782 -1.428 -1.527 -0.22 0.49 0.60
H 0.074 -0.606 -0.050 -1.22 0.51 -0.08
O -1.004 0.164 -3.032 -0.96 2.05 5.55
H 2.583 0.465 2.231 -0.37 0.54 -0.99
H -0.668 -4.689 -0.523 1.00 -0.52 -0.25
H -0.885 4.765 -2.030 -0.04 0.60 -0.10
O -1.977 -0.213 4.668 0.49 1.19 3.23
H -0.864 -2.495 -0.752 -0.01 0.22 -1.89
H -1.443 -4.587 0.881 0.17 0.57 -3.25
H 0.654 2.609 1.275 -1.52 -0.68 0.69
H 3.458 1.234 0.188 1.10 1.40 -0.21
H -0.916 -0.608 -2.452 0.31 -0.83 -0.50
H -0.850 0.066 -3.891 0.94 -1.68 -5.38
```
Positions in Å, forces in eV/Å.

## Properties
Energy relative to the best compared isomer or geometry (same formula, charge and spin), kcal per mole: 137.5
E_tot, eV: -36497.83296
HOMO-LUMO gap, Ha: 0.3093
2S+1: 1

=====

Entry 2:
# C5H8N2

One molecule with the formula C5H8N2 (the ωB97M-V functional and the def2-TZVPD basis, the Open Molecules 2025 dataset).

Structure (XYZ):
```
15
Properties=species:S:1:pos:R:3:forces:R:3
H 1.871 1.493 0.998 0.00 -0.17 -0.02
N -0.190 0.701 -0.302 -0.01 0.09 0.15
H -0.362 1.960 1.360 0.11 0.14 -0.14
N 1.947 0.492 0.886 -0.18 -0.01 0.07
H 1.194 -2.257 0.105 -0.04 0.16 -0.06
C -0.735 0.076 -1.386 -0.33 -0.10 0.27
C -0.838 1.539 0.489 0.09 0.39 -0.02
C 0.628 -1.370 -0.147 0.12 0.13 0.08
C 0.917 -0.111 0.180 -0.17 -0.24 0.08
H 2.211 0.019 1.738 -0.01 0.10 -0.11
H -0.941 -2.158 -1.535 0.21 0.09 -0.04
C -0.703 -1.336 -0.863 0.03 -0.30 -0.12
H -1.459 -1.299 -0.034 -0.04 -0.45 -0.34
H -1.872 1.727 0.237 0.19 0.24 0.08
H -1.669 0.523 -1.725 0.05 -0.06 0.11
```
Positions in Å, forces in eV/Å.

## Properties
Energy relative to the best compared isomer or geometry (same formula, charge and spin), kcal per mole: 87.0
E_tot, eV: -8291.22265
HOMO-LUMO gap (spin up / spin down), Ha: 0.2791 / 0.2859
2S+1: 1

=====

Entry 3:
# C20H46AuO3P4S

C20H46AuO3P4S as an isolated structure at a distorted geometry (the ωB97M-V functional and the def2-TZVPD basis, the Open Molecules 2025 dataset).

Structure (XYZ):
```
75
Properties=species:S:1:pos:R:3:forces:R:3
P 1.777 1.180 0.572 1.66 0.66 1.75
H -1.366 2.503 1.993 -0.26 -0.14 -0.11
H -2.730 3.930 -0.524 0.25 -0.13 -0.11
C -1.024 0.798 5.038 -0.02 0.15 0.40
S -0.271 -1.335 -5.704 -0.22 0.37 0.75
C 1.395 2.863 -3.023 0.03 0.14 0.40
C -0.094 -3.489 2.516 -0.18 -0.27 0.00
H 0.885 -3.815 2.889 -0.23 0.14 -0.08
H 0.722 3.603 -2.562 0.26 -0.20 -0.18
H -1.578 2.102 -3.526 0.41 -0.18 -0.10
C -0.563 -2.781 -6.634 -0.10 -1.53 -1.22
H 4.177 1.263 0.612 -0.29 -0.05 -0.09
H -0.236 0.477 5.731 -0.25 0.11 -0.16
C 1.025 -1.871 -0.641 -1.58 -0.58 -0.69
P -1.841 1.734 -0.260 -1.21 1.12 0.33
H -0.481 -2.239 -2.160 0.03 0.29 -0.03
H 0.981 3.188 1.677 0.20 -0.05 -0.15
H -2.890 -4.126 -8.745 0.30 0.07 0.18
C 0.361 -3.850 -6.626 -0.51 0.39 0.12
H 2.725 0.887 2.753 -0.17 -0.01 -0.32
H 3.592 1.297 -1.075 0.06 -0.04 0.19
H -1.032 -1.618 -4.586 0.30 -0.02 -0.68
Au 0.001 0.320 -0.882 -0.06 -0.15 1.15
H 1.309 -3.707 -6.107 -0.27 -0.28 -0.01
H 2.763 3.115 1.587 -0.25 -0.18 -0.19
H -0.874 -4.036 3.066 0.20 0.17 -0.20
C 0.056 -5.037 -7.299 0.24 0.11 0.02
C -1.128 -5.151 -8.032 0.01 0.19 0.12
C -3.375 1.019 -0.914 0.27 -0.56 -0.26
H 2.746 0.063 -2.962 -0.25 0.16 -0.17
P 0.635 1.224 -2.972 0.43 0.64 -1.46
H -1.431 0.347 -3.781 0.07 0.30 -0.28
O -0.217 -2.068 2.664 0.06 1.11 0.15
H -0.943 3.986 -0.488 -0.24 -0.11 -0.07
H 1.816 3.586 0.145 0.04 -0.04 0.22
H -3.111 2.541 1.590 0.19 -0.11 -0.13
H 0.765 -5.871 -7.258 -0.31 0.36 -0.07
O -0.927 0.086 3.799 0.36 -0.75 -0.93
C 3.437 0.848 -0.088 -0.14 -0.25 -0.74
C 1.847 0.022 -3.597 0.01 -0.22 0.28
H 1.581 3.159 -4.070 -0.08 -0.20 0.27
H 3.594 -0.234 -0.163 0.02 0.19 0.01
H 0.962 0.500 2.785 0.25 -0.05 -0.18
C 0.112 -2.138 5.628 0.03 -0.16 0.36
H -0.878 1.858 4.798 -0.08 -0.23 0.13
H 2.108 -0.664 2.088 -0.05 0.23 0.18
H -1.793 3.475 -1.977 -0.05 0.07 0.30
C -0.290 -1.991 -1.119 1.71 -0.61 0.87
P -1.491 -1.469 3.574 0.23 -0.43 1.13
C -1.812 3.440 -0.881 0.36 0.00 -0.20
H 0.859 -1.549 5.079 -0.33 -0.10 -0.05
C -0.916 1.310 -3.910 -0.18 -0.35 0.21
H -1.105 -2.152 -0.409 0.16 0.08 -0.12
H -3.252 0.759 -1.974 -0.20 0.07 0.24
H 1.231 -1.967 0.424 -0.21 0.24 -0.07
C 1.897 0.406 2.209 -0.69 -0.63 -0.01
H 1.434 -0.996 -3.541 0.09 0.37 -0.22
H -2.304 0.992 2.007 0.03 0.25 -0.09
H -4.189 1.749 -0.801 0.23 -0.11 0.01
C -1.697 -2.865 -7.464 0.23 0.04 0.37
H -0.179 -3.706 1.446 0.01 -0.26 0.21
C -1.991 -4.055 -8.131 0.13 0.03 -0.05
H -3.616 0.110 -0.346 0.00 0.23 -0.18
H -0.725 1.480 -4.979 0.04 -0.11 0.21
H 2.353 2.846 -2.483 -0.27 0.09 -0.22
H 0.457 -3.171 5.712 -0.04 0.14 0.00
H -2.312 -1.972 -7.581 -0.06 -0.38 0.07
C -2.183 1.958 1.500 0.48 -0.31 0.35
H -1.361 -6.083 -8.555 0.09 0.38 0.22
H -0.018 -1.720 6.628 0.11 -0.11 -0.10
H 1.880 -1.964 -1.312 -0.26 0.13 0.02
H -2.006 0.667 5.512 0.23 -0.01 -0.13
H 2.131 0.232 -4.638 -0.19 0.02 0.21
O -1.195 -2.152 5.014 -0.05 0.47 -0.86
C 1.831 2.937 1.028 -0.57 0.36 -0.50
```
Positions in Å, forces in eV/Å.

## Properties
Energy relative to the best compared isomer or geometry (same formula, charge and spin), kcal per mole: 67.0
E_tot, eV: -79284.65608
⟨S²⟩: 2.009
Net charge: +3
HOMO-LUMO gap (spin up / spin down), Ha: 0.2290 / 0.0822
2S+1: 3

=====

Entry 4:
# C25H38BCaCl2F7LiNO7PS2

C25H38BCaCl2F7LiNO7PS2 as an isolated structure at a distorted geometry (the ωB97M-V functional and the def2-TZVPD basis, the Open Molecules 2025 dataset).

Structure (XYZ):
```
86
Properties=species:S:1:pos:R:3:forces:R:3
H 2.509 -2.003 3.670 1.60 -8.24 2.43
C 2.239 -1.497 -0.726 0.57 0.10 0.25
H 6.871 2.592 -0.981 -0.75 -0.93 1.22
F -3.204 3.375 1.982 0.10 -0.17 1.02
C 0.701 0.414 -1.963 1.43 1.01 -1.02
S 2.462 -3.994 -4.692 0.37 0.27 0.29
C 3.503 -0.704 -1.343 2.22 0.73 -0.16
Cl 1.524 -4.185 4.125 1.22 1.13 -0.76
C 6.201 1.934 -0.329 -0.38 -0.56 -0.63
H 6.724 -0.018 -1.414 -1.35 1.04 0.32
F -3.057 3.633 -1.506 -0.19 0.05 -0.06
F -2.363 4.533 3.835 -0.44 -0.77 -0.23
C 3.209 -4.009 -1.446 1.34 -3.13 -1.46
C -8.383 5.247 2.733 0.17 0.17 0.45
C 2.706 -1.852 0.803 -0.44 -2.03 0.20
C 0.824 -0.612 -0.736 0.05 1.31 0.11
C -7.878 3.149 -1.384 0.25 -0.13 -0.30
H 0.708 -2.332 1.996 0.92 -0.59 -0.88
P 1.990 -2.541 -3.525 -1.16 -1.92 -1.85
H 0.641 -2.138 -3.887 0.93 0.32 1.03
H 0.795 -0.082 -3.010 -0.67 0.31 1.63
H 6.689 1.630 0.661 -0.56 0.62 -1.50
C 0.731 0.395 0.562 0.73 0.51 0.51
Ca 2.265 -0.695 3.003 -3.44 8.04 0.25
C -8.067 4.163 0.701 0.10 0.07 0.12
H 2.591 1.217 1.628 -0.49 0.55 -1.35
C 2.536 -3.044 3.129 -1.13 -0.54 -0.70
H 0.663 -0.206 1.565 -0.45 0.68 -1.78
H 2.809 -1.409 -3.926 -0.36 -1.35 0.37
H 5.309 -1.231 -0.024 -1.04 1.28 -0.29
H -4.517 0.136 3.020 1.17 -0.29 -1.28
C 2.128 -2.887 -1.612 -0.42 1.27 1.07
H -4.939 0.960 0.363 1.50 -0.80 0.24
C -4.047 0.333 0.675 3.97 -2.97 2.85
F -1.095 -1.589 -2.127 1.93 0.71 1.99
C 1.725 -2.791 1.688 0.91 0.25 1.71
Cl -0.929 2.907 -1.224 1.22 -2.48 -0.44
H 2.607 1.615 -0.187 -0.79 -0.36 1.13
H 4.089 -1.270 -2.168 -1.13 0.30 1.46
H 1.525 -3.838 1.291 0.31 1.39 0.19
H 5.369 0.978 -2.172 0.46 -0.55 1.24
H -2.429 -1.338 3.485 -0.08 0.60 -1.95
C -3.818 -0.126 2.166 2.21 -0.53 -4.27
O -1.397 1.112 -3.025 3.90 0.27 3.66
H 4.406 0.308 0.557 0.26 -0.85 -1.16
C 5.802 0.622 -1.172 0.02 0.02 0.51
H 1.525 1.233 -1.983 -1.05 -1.37 0.61
C 4.685 -3.833 -2.047 0.29 0.28 1.11
H 3.707 -2.431 0.834 -1.59 1.07 -0.47
H -9.083 5.936 3.207 -0.09 -0.08 -0.31
C -1.696 -0.979 0.154 -2.94 1.46 1.86
H 2.802 -4.932 -2.026 0.32 1.82 0.87
H 4.735 -3.300 -3.053 -0.16 -0.87 1.38
B -3.362 3.607 3.387 -0.55 0.85 -0.34
O -0.115 -4.250 -2.677 1.98 3.54 3.17
C -2.558 -0.976 2.397 -1.25 0.87 -0.15
O -8.843 5.003 1.404 0.05 -0.22 -0.37
Li 2.836 0.022 -3.536 -0.16 1.68 0.06
O -7.062 3.631 1.098 -0.49 0.02 -0.21
H -7.395 5.711 2.720 -0.02 -0.27 0.02
C -0.574 1.353 -2.095 -4.05 0.57 -3.60
C -2.919 -0.174 -0.275 -0.10 -0.06 0.99
H -6.870 3.532 -1.557 -0.03 -0.14 0.16
O -8.607 4.021 -0.523 -0.04 0.08 0.28
H -7.841 2.139 -0.967 0.11 0.13 0.04
H 3.614 -3.378 2.957 -1.47 0.33 0.52
H 2.894 -0.934 1.467 1.11 -1.21 -4.76
C 4.731 -0.297 -0.348 0.80 0.23 -1.03
C -0.501 -1.492 -0.802 -4.19 0.03 0.20
F -4.666 4.147 3.643 1.12 -0.57 -0.11
H -0.210 1.040 0.580 0.91 -1.29 -0.34
F -3.213 2.366 4.092 0.10 0.14 -0.26
H 3.327 0.313 -1.848 -0.44 -1.14 1.29
N -1.545 -1.382 1.515 -2.36 2.12 -1.16
H 5.134 -4.886 -2.130 -0.80 1.63 -0.05
S 0.503 -3.820 -1.355 -2.97 -7.56 -1.58
H -8.365 4.320 3.311 0.19 0.08 -0.13
C 1.920 1.478 0.700 -0.26 0.46 0.76
F 3.422 -4.605 -0.125 -0.64 1.92 -1.32
H -3.054 0.102 -1.380 0.40 -0.43 1.83
H 1.498 2.525 0.951 0.48 -1.79 -0.44
O -0.424 -2.875 -0.388 2.31 0.25 -1.36
H 5.329 -3.285 -1.266 -0.89 -0.62 -1.22
O 0.666 -5.143 -0.635 0.62 4.76 -0.21
H 5.244 2.523 -0.125 1.27 -0.69 -0.12
H -8.402 3.109 -2.339 -0.14 0.17 0.22
```
Positions in Å, forces in eV/Å.

## Properties
E_tot, eV: -136688.45968
Net charge: +1
HOMO-LUMO gap, Ha: 0.0713
2S+1: 1

=====

Entry 5:
# C5H5AlCl2NO4Ru

C5H5AlCl2NO4Ru as an isolated structure at a distorted geometry (the ωB97M-V functional and the def2-TZVPD basis, the Open Molecules 2025 dataset).

Structure (XYZ):
```
19
Properties=species:S:1:pos:R:3:forces:R:3
H -1.670 1.136 -0.084 -0.20 -0.30 0.01
Al 0.248 -1.498 0.087 0.09 3.33 0.59
O -1.191 -1.044 1.070 0.72 0.68 -0.66
Cl 1.770 -0.100 0.912 -0.03 -0.58 -0.56
C -1.904 -0.089 1.563 -1.07 -1.64 2.01
C 0.646 -0.297 -1.815 -4.31 0.22 -0.92
H -1.750 0.080 3.728 -0.03 -0.16 -0.36
Ru 2.627 0.623 -1.711 -4.24 0.52 4.57
O 3.499 -0.997 -4.001 -1.33 2.52 5.04
H -3.370 0.339 3.118 -0.27 0.43 -0.17
H -2.903 1.674 0.944 -0.15 -0.24 0.64
O 4.399 2.796 -2.819 -2.96 -4.57 2.52
C -2.478 -0.248 2.948 0.42 0.32 -0.71
C 3.193 -0.448 -3.012 2.83 -5.61 -9.01
Cl 0.355 -3.579 -0.175 0.10 -2.47 -0.14
N -2.193 0.946 0.776 0.25 1.19 -0.99
H -2.719 -1.295 3.139 0.25 -0.21 -0.02
O -0.373 0.083 -2.345 3.98 -1.06 1.56
C 3.815 1.919 -2.320 5.98 7.63 -3.39
```
Positions in Å, forces in eV/Å.

## Properties
E_tot, eV: -49114.04666
⟨S²⟩: 8.794
Net charge: +4
HOMO-LUMO gap (spin up / spin down), Ha: 0.2539 / 0.1086
2S+1: 6